The following is a quantum chemistry calculation of a structure of composition C9H23GaN5O6, from OMol25.

- maximum force (eV/A) = 3.548
- charge = +1
- electronic energy (hartree) = -3006.1820
- gap between HOMO and LUMO (alpha / beta) (eV) = 4.572 / 4.602

Positions of all 44 atoms, in Å:
O1 -2.83181 1.72356 -2.03643
H1 -2.87530 1.84556 -3.03054
Ga1 -0.03402 -0.09325 -0.11785
N1 -1.01934 1.53760 0.26493
N2 1.10235 1.25101 -1.07463
N3 -0.94696 -1.29624 1.15939
N4 1.27539 -1.53159 -0.00717
O2 -1.93471 1.54303 1.12567
O3 -2.19522 -1.02818 1.64287
O4 2.47120 -1.47988 -0.68334
O5 2.24382 0.98250 -1.62837
C1 0.47208 2.42767 -1.28056
C2 -0.68589 2.61267 -0.48894
C3 -0.37345 -2.48342 1.35805
C4 0.91047 -2.61273 0.68185
C5 -1.44328 3.87970 -0.40740
H2 -2.48396 3.69762 -0.68622
H3 -0.98929 4.59755 -1.09784
H4 -1.38186 4.28842 0.60845
C6 1.09711 3.37377 -2.22629
H5 1.10237 2.95868 -3.24072
H6 2.13243 3.56364 -1.92727
H7 0.53554 4.30461 -2.22177
C7 -0.94803 -3.49583 2.30116
C8 1.77758 -3.82515 0.78568
H8 -2.01158 -3.32142 2.50601
H9 -0.41831 -3.45419 3.26213
H10 -0.81884 -4.51079 1.90762
H11 2.79202 -3.62891 0.42514
H12 1.35755 -4.64226 0.18442
H13 1.83037 -4.18250 1.82232
H14 -2.25653 -0.01552 1.57172
H15 2.41624 -0.56657 -1.16597
C9 -0.93592 -0.67949 -1.79766
H16 -1.75547 0.00542 -1.98055
H17 -1.22954 -1.73433 -1.65714
H18 -0.17613 -0.59938 -2.58672
O6 -4.34561 0.57293 -0.07532
H19 -4.14588 1.26995 -0.76004
H20 -3.93371 -0.21660 -0.45802
N5 1.03529 0.57522 1.73328
H21 1.40292 1.53039 1.62444
H22 1.82371 -0.04974 1.94326
H23 0.39778 0.56604 2.53791

Forces on atoms 1 to 3 (eV/Å):
O 0.28 0.62 -0.74
H 0.26 -0.19 1.59
Ga -0.42 -1.31 -1.25

Atomic partial charges in e from the Löwdin method, atoms 1 to 2:
1. O -0.246
2. H 0.027

***

The following is a quantum chemistry calculation of a cluster of 3 separate species, C9H23N2O2 in total, from OMol25.

- maximum force (eV/A) = 4.816
- charge = -1
- electronic energy (hartree) = -616.5733
- gap between HOMO and LUMO (eV) = 5.033

Positions of all 36 atoms, in Å:
N1 4.48979 1.56392 0.24882
C1 4.33632 0.19299 0.01218
C2 3.05478 -0.68525 0.56300
C3 1.69131 -0.54307 -0.33536
N2 1.21624 0.88683 -0.46776
H1 5.39081 1.89994 -0.20609
H2 5.20679 -0.28714 -0.64858
H3 2.84207 -0.42139 1.68480
H4 3.37729 -1.82693 0.50361
H5 1.98118 -0.86748 -1.43970
H6 1.99325 1.56308 -0.64095
H7 0.66655 1.17090 0.37241
C4 -1.98314 -2.08727 4.03986
C5 -0.57660 -1.70534 3.60722
C6 -0.51692 -0.26442 3.12569
O1 -0.15361 -2.57184 2.55771
H8 -2.68708 -2.00145 3.20446
H9 -2.01355 -3.13048 4.37223
H10 -2.33177 -1.44874 4.85741
H11 0.11615 -1.84257 4.44466
H12 -1.16891 -0.11394 2.25784
H13 0.49863 -0.00728 2.80593
H14 -0.82157 0.42873 3.91586
H15 -0.76302 -2.45680 1.80975
C7 -2.00347 0.34991 -4.37343
C8 -2.50304 1.13483 -3.17104
C9 -1.75208 2.44764 -3.01525
O2 -2.33428 0.35155 -1.99239
H16 -0.94247 0.09865 -4.26418
H17 -2.54436 -0.59802 -4.46587
H18 -2.13406 0.91954 -5.29870
H19 -3.57452 1.33451 -3.28111
H20 -0.68211 2.27076 -2.85785
H21 -2.11364 2.99614 -2.13883
H22 -1.87518 3.08013 -3.89981
H23 -1.38578 0.16933 -1.88656

Forces on atoms 1 to 3 (eV/Å):
N 0.17 -4.69 -1.08
C 0.57 3.27 0.88
C 0.91 -0.24 -0.54

Atomic partial charges in e from the Löwdin method, atoms 1 to 2:
1. N -0.056
2. C -0.236

***

The following is a quantum chemistry calculation of a cluster of 2 separate species, C9H23N3Si in total, from OMol25.

- SMILES = C/C=[Si](/NC)N(C)C.C/C=N/CC
- maximum force (eV/A) = 4.584
- charge = 0
- ΔE to the lowest compared entry with this formula, charge and spin (kcal/mol) = 38.7
- electronic energy (hartree) = -810.3463
- gap between HOMO and LUMO (eV) = 7.563

Positions of all 36 atoms, in Å:
C1 1.81348 1.45402 2.42931
C2 1.75070 1.33527 0.91708
C3 -1.89299 2.43436 -2.59699
C4 -2.46708 -0.98195 0.67554
C5 1.76106 0.26491 -2.47621
C6 1.35103 -2.92980 0.19546
C7 0.93443 -1.79613 2.21371
C8 -2.10266 1.91828 -1.22221
C9 -2.91035 0.48111 0.39310
N1 1.66606 -0.83280 -1.56644
N2 1.29309 -1.64843 0.86770
N3 -2.64890 0.81934 -1.00959
Si1 1.62246 -0.27272 0.09432
H1 0.99157 0.86627 3.03782
H2 1.81983 2.54498 2.68994
H3 2.10121 2.21650 0.37095
H4 -2.21555 1.69117 -3.25476
H5 -2.48729 3.32327 -2.85381
H6 -0.75016 2.57912 -2.87030
H7 -2.68497 -1.18053 1.70139
H8 -3.14958 -1.68704 0.23213
H9 -1.46537 -1.00680 0.34183
H10 2.06276 0.03403 -3.54884
H11 0.84364 0.87163 -2.49679
H12 2.61843 0.92811 -2.22065
H13 1.42136 -3.65443 0.94628
H14 0.61177 -3.14611 -0.58008
H15 2.29475 -3.04031 -0.28550
H16 -0.08165 -2.08992 2.28456
H17 1.57398 -2.46585 2.79860
H18 0.86644 -0.83961 2.61472
H19 -1.75240 2.63969 -0.42014
H20 2.75235 0.98885 2.75181
H21 -4.07864 0.48839 0.30478
H22 -2.44020 1.18284 1.14973
H23 0.97738 -1.48970 -1.60847

Forces on atoms 1 to 3 (eV/Å):
C -0.62 -0.56 0.88
C -0.33 -2.10 -1.63
C 2.34 0.76 -0.66

Atomic partial charges in e from the Löwdin method, atoms 1 to 2:
1. C -0.260
2. C -0.330

***

The following is a quantum chemistry calculation of a cluster of 4 separate species, C9H24BF4N3O3 in total, from OMol25.

- maximum force (eV/A) = 3.971
- charge = +2
- ΔE to the lowest compared entry with this formula, charge and spin (kcal/mol) = 66.4
- electronic energy (hartree) = -1171.1943
- gap between HOMO and LUMO (eV) = 8.881

Positions of all 44 atoms, in Å:
C1 -0.88958 20.57221 13.41202
C2 0.59217 20.28841 13.75011
O1 1.16201 19.25756 13.56594
N1 1.34910 21.38294 14.51608
H1 2.21931 21.54975 14.03129
H2 0.77547 22.21212 14.45701
C3 1.52105 21.04523 15.98124
H3 -0.95996 21.43773 12.75320
H4 -1.46114 20.77808 14.31704
H5 -1.18364 19.59598 13.02656
H6 2.07720 21.80496 16.53044
H7 2.16002 20.16279 16.01469
H8 0.52381 20.85934 16.38006
C4 -9.89008 26.25653 13.99313
C5 -10.72786 25.65664 15.17931
O2 -11.54204 26.25707 15.84575
N2 -10.50990 24.16442 15.47880
H9 -11.41424 23.72349 15.56741
H10 -9.98852 23.76757 14.71019
C6 -9.83358 23.95712 16.84742
H11 -8.88050 26.57229 14.25607
H12 -10.29574 27.17187 13.56220
H13 -9.83629 25.67974 13.06981
H14 -8.81822 24.32430 16.69811
H15 -9.84404 22.89031 17.07084
H16 -10.26156 24.51192 17.68236
C7 -10.95340 16.46834 9.03227
C8 -11.88509 16.98146 7.96952
O3 -12.96297 16.54591 7.68549
N3 -11.31581 18.08579 7.00822
H17 -10.51192 17.85312 6.44279
H18 -12.06883 18.17150 6.34060
C9 -11.34375 19.49983 7.73510
H19 -11.32276 15.67000 9.67596
H20 -10.74195 17.27483 9.73439
H21 -10.01218 16.07358 8.64969
H22 -12.39212 19.71524 7.94153
H23 -11.10353 20.28448 7.01767
H24 -10.71105 19.50536 8.62266
B1 -7.32961 21.35022 12.79240
F1 -6.45782 20.49171 12.15229
F2 -6.66929 21.85962 13.87994
F3 -7.60182 22.38167 11.94318
F4 -8.49277 20.74229 12.96763

Forces on atoms 1 to 3 (eV/Å):
C 1.76 -0.42 0.62
C -0.93 -1.71 -0.07
O -0.21 1.49 0.23

Atomic partial charges in e from the Löwdin method, atoms 1 to 2:
1. C 0.052
2. C -0.364

***

The following is a quantum chemistry calculation of an isolated molecule of C9H24N3P, from OMol25.

- SMILES = CC(C)=P(N(C)C)(N(C)C)N(C)C
- maximum force (eV/A) = 3.787
- charge = 0
- ΔE to the lowest compared entry with this formula, charge and spin (kcal/mol) = 57.6
- electronic energy (hartree) = -862.7535
- gap between HOMO and LUMO (eV) = 8.250

Positions of all 37 atoms, in Å:
C1 1.42845 0.91189 -0.56231
C2 2.41434 -0.00327 -1.39734
C3 1.14035 2.20155 -1.36991
C4 0.20368 1.71306 2.26458
C5 -1.95697 2.05707 1.04567
C6 -1.37042 -0.71519 -2.14180
C7 -2.63061 -1.26671 0.01241
C8 0.44046 -2.57441 0.03453
C9 1.63984 -1.41729 1.66711
N1 -0.57391 1.42011 1.00635
N2 -1.61884 -0.45492 -0.68153
N3 0.44997 -1.30899 0.78123
P1 -0.07190 0.20588 -0.05758
H1 2.23500 0.09711 -2.46289
H2 3.43032 0.26227 -1.20585
H3 2.23039 -1.12063 -1.10272
H4 0.95044 1.84318 -2.48812
H5 0.14718 2.68960 -1.26510
H6 1.80887 3.08157 -1.36785
H7 -0.13846 2.66563 2.76266
H8 0.18455 0.99497 3.04177
H9 1.21294 1.86331 1.78152
H10 -2.50808 1.75525 2.01111
H11 -1.75071 3.06093 1.22889
H12 -2.59897 1.78185 0.21480
H13 -0.35030 -0.19110 -2.40176
H14 -1.03859 -1.69723 -2.51341
H15 -2.21900 -0.42736 -2.79376
H16 -2.68157 -0.71398 0.99625
H17 -3.53333 -1.27373 -0.62118
H18 -2.20814 -2.23172 0.42855
H19 1.48712 -2.81566 -0.19367
H20 0.34530 -3.44892 0.69651
H21 -0.18333 -2.58063 -0.88589
H22 1.63853 -0.65717 2.36700
H23 1.58372 -2.48216 2.14869
H24 2.46167 -1.22419 1.02305

Forces on atoms 1 to 3 (eV/Å):
C -0.79 -0.41 -2.34
C -2.06 -1.48 1.66
C -1.43 -0.08 -2.59

Atomic partial charges in e from the Löwdin method, atoms 1 to 2:
1. C -0.424
2. C -0.137